# 1
Computed, not measured: a structure of composition C33H37MoN5OSSi, with the ωB97M-V functional and the def2-TZVPD basis.

```
79
Properties=species:S:1:pos:R:3:forces:R:3
Mo -0.2142 0.3256 1.1838 0.248 0.012 -0.266
N 1.3358 1.5453 2.4052 0.012 0.083 -0.059
C 1.0769 2.9887 2.1207 0.000 -0.105 0.001
C -0.4089 3.2555 2.2043 -0.018 -0.036 -0.015
N -1.1139 2.3672 1.2405 0.022 -0.020 0.012
H 1.3481 1.4026 3.4106 -0.017 -0.004 0.023
H 2.2724 1.3109 2.0837 0.004 0.017 0.018
H 1.4435 3.1963 1.1153 0.012 -0.006 -0.032
H 1.6154 3.6352 2.8106 0.043 0.022 0.045
H -0.6201 4.3055 2.0108 -0.007 0.052 -0.038
H -0.7768 3.0219 3.2036 -0.039 -0.011 0.033
H -0.9488 2.6892 0.2844 -0.052 0.030 0.043
H -2.1201 2.4356 1.3676 0.002 -0.041 0.004
S -3.0807 -2.8659 -0.1318 -0.009 -0.058 -0.006
C -3.9669 -1.4056 -0.2237 -0.057 -0.069 -0.044
C -3.2488 -0.3370 0.2143 0.077 0.092 0.058
C -1.9377 -0.6901 0.6568 -0.127 0.031 0.000
C -1.7318 -2.0519 0.5237 -0.040 0.035 -0.027
C -0.4737 -2.6565 0.9332 0.046 0.019 0.027
C -0.1675 -4.0087 0.8813 0.025 -0.074 0.005
C 1.0610 -4.4407 1.3475 -0.046 -0.057 -0.018
C 1.9664 -3.5181 1.8607 0.034 -0.040 -0.001
C 1.6070 -2.1916 1.8688 -0.059 0.009 -0.031
N 0.4204 -1.7579 1.4147 -0.094 0.202 0.051
H -4.9709 -1.4147 -0.6228 0.053 -0.007 0.017
H -3.6465 0.6697 0.1810 0.006 -0.004 -0.001
H -0.8885 -4.7130 0.4874 0.010 0.026 0.002
H 1.3119 -5.4939 1.3181 -0.009 0.041 0.001
H 2.9309 -3.8209 2.2418 -0.006 -0.004 -0.004
H 2.2858 -1.4357 2.2414 0.032 0.048 0.001
N 0.8697 -1.7422 7.2949 -0.068 0.086 -0.111
C 0.1398 -1.2677 6.5454 0.034 -0.089 0.092
C -0.7576 -0.6931 5.5817 0.013 0.001 0.088
C -2.0818 -0.3921 5.8865 0.017 -0.038 0.094
C -2.8821 0.1312 4.8873 -0.090 0.018 -0.003
C -2.3431 0.3381 3.6331 0.009 0.065 0.027
N -1.0597 0.0765 3.3420 -0.044 -0.016 -0.145
C -0.2920 -0.4401 4.3022 0.113 -0.121 -0.037
H -2.4701 -0.5778 6.8798 0.013 0.004 -0.025
H -3.9216 0.3642 5.0719 0.023 -0.003 -0.012
H -2.9547 0.7060 2.8216 -0.033 -0.002 -0.018
H 0.7260 -0.7026 4.0378 -0.025 0.054 0.046
C 3.2362 1.6867 -1.7535 0.060 0.043 0.026
C 1.9373 1.9500 -2.5300 0.001 -0.003 -0.072
C 1.4261 3.3555 -2.1952 0.069 0.040 0.042
C 2.2177 1.8536 -4.0403 0.028 0.056 -0.016
Si 0.7384 0.5826 -2.1004 -0.121 -0.020 0.084
O 0.6069 0.6758 -0.3545 0.016 -0.202 0.189
C -1.0384 0.7555 -2.6281 -0.029 0.007 0.074
C -1.7055 1.9829 -2.5050 -0.050 -0.011 -0.047
C -3.0500 2.1080 -2.8254 -0.012 -0.010 -0.005
C -3.7584 1.0019 -3.2810 0.006 0.004 0.018
C -3.1224 -0.2259 -3.3907 0.014 -0.019 0.007
C -1.7797 -0.3506 -3.0547 -0.019 0.047 -0.034
C 1.4468 -1.0949 -2.4384 0.054 -0.015 -0.024
C 1.2877 -1.6986 -3.6915 0.015 -0.048 0.042
C 1.8863 -2.9187 -3.9758 0.007 0.011 0.011
C 2.6618 -3.5533 -3.0143 -0.002 0.034 -0.004
C 2.8503 -2.9583 -1.7728 -0.021 0.002 -0.023
C 2.2520 -1.7384 -1.4930 -0.031 -0.020 0.027
H 3.9809 2.4416 -2.0239 -0.017 -0.040 0.019
H 3.6607 0.7058 -1.9804 -0.019 0.051 0.009
H 3.0833 1.7503 -0.6684 0.014 0.001 -0.072
H 2.2336 4.0797 -2.3408 -0.034 -0.012 0.019
H 1.0998 3.4449 -1.1489 0.021 -0.013 -0.082
H 0.6036 3.6603 -2.8413 0.020 0.001 -0.009
H 2.9392 2.6242 -4.3304 -0.039 -0.044 0.005
H 1.3122 2.0102 -4.6345 0.041 -0.006 0.030
H 2.6448 0.8848 -4.3127 -0.017 0.049 0.018
H -1.1669 2.8693 -2.1889 -0.022 -0.014 0.001
H -3.5389 3.0722 -2.7499 0.016 -0.037 0.001
H -4.8017 1.1009 -3.5550 0.039 0.001 0.002
H -3.6696 -1.0916 -3.7457 0.020 0.041 0.016
H -1.3099 -1.3229 -3.1347 0.028 -0.011 -0.012
H 0.7013 -1.2129 -4.4643 -0.015 -0.006 0.021
H 1.7548 -3.3689 -4.9518 0.007 0.009 0.035
H 3.1358 -4.5002 -3.2408 -0.020 0.023 0.013
H 3.4781 -3.4385 -1.0320 -0.001 0.005 -0.015
H 2.4337 -1.2702 -0.5289 -0.017 -0.038 -0.091
```
Forces are in eV/Å.

Properties
**Multiplicity**: 1
**HOMO (spin up / spin down)**: -13.93 / -13.93 eV
**Total charge**: +2
**Orbital gap (spin up / spin down)**: 7.19 / 7.17 eV


# 2
Computed, not measured: a cluster of 2 separate species, C4H8BrN2 in total at a distorted geometry, with the ωB97M-V functional and the def2-TZVPD basis.

```
15
Properties=species:S:1:pos:R:3:forces:R:3
C -0.2261 -0.4448 -1.5952 -0.458 -0.485 0.611
C -1.5980 -0.5282 0.2508 -0.399 0.335 0.707
C -1.0699 0.8554 -0.0091 -0.385 0.155 0.652
C 2.5310 0.2772 1.4440 -0.002 0.049 -0.098
N -0.9606 -1.2589 -0.8259 0.541 0.501 -0.738
N -0.2802 0.7929 -1.1154 0.167 0.011 -0.353
Br -1.3966 2.4060 0.9427 0.120 -0.529 -0.326
H 0.3349 -0.7528 -2.4556 0.107 0.015 -0.179
H -1.3129 -0.9249 1.2393 0.006 0.114 -0.163
H -2.6979 -0.5824 0.1963 0.162 0.028 -0.048
H 1.6153 -0.2737 1.4964 -0.296 -0.195 0.059
H 2.5595 1.2998 1.7553 -0.016 0.315 0.101
H 3.4408 -0.2278 1.1989 0.262 -0.168 -0.086
H -1.1274 -2.2353 -1.0077 0.131 0.003 -0.109
H 0.1881 1.5975 -1.5147 0.061 -0.149 -0.031
```
Forces are in eV/Å.

Properties
**Multiplicity**: 3
**HOMO (spin up / spin down)**: -11.87 / -15.09 eV
**Total charge**: +1
**Energy relative to the best compared isomer or geometry (same formula, charge and spin)**: 0.000 eV
**Orbital gap (spin up / spin down)**: 8.23 / 10.22 eV
**⟨S²⟩**: 2.016


# 3
Computed, not measured: a structure of composition C5H8O, with the ωB97M-V functional and the def2-TZVPD basis.

```
14
Properties=species:S:1:pos:R:3:forces:R:3
C -1.7291 -1.0210 0.2418 -0.189 -0.083 0.312
O -0.7517 -1.8547 -0.6832 0.197 0.086 -0.026
C -0.2782 -0.9322 0.0563 -0.083 -0.146 -0.034
C 1.0859 -0.4987 0.4657 -0.007 -0.056 0.005
C 0.8235 1.0060 0.2926 0.040 0.073 0.052
C -0.2582 0.9524 -0.7955 0.076 0.182 -0.165
H -2.0688 -1.7124 1.0215 0.088 0.080 -0.102
H -1.4180 0.1946 -0.4144 0.081 0.039 -0.037
H 1.8114 -0.8782 -0.2617 -0.099 0.055 0.072
H 1.3610 -0.8509 1.4658 -0.054 0.040 -0.133
H 1.7191 1.5858 0.0458 -0.126 -0.089 0.046
H 0.4048 1.4131 1.2196 0.056 -0.057 -0.128
H 0.1548 0.7256 -1.7834 -0.018 0.026 0.124
H -0.8566 1.8707 -0.8709 0.041 -0.149 0.015
```
Forces are in eV/Å.

Properties
**Multiplicity**: 1
**HOMO**: -8.08 eV
**Energy relative to the best compared isomer or geometry (same formula, charge and spin)**: 6.604 eV
**Orbital gap**: 9.03 eV


# 4
Computed, not measured: the molecule C4H5NS at a distorted geometry, with the ωB97M-V functional and the def2-TZVPD basis.

```
11
Properties=species:S:1:pos:R:3:forces:R:3
C 0.3285 -0.9655 -0.9497 -0.001 -0.790 -1.540
C -0.3285 1.2206 -0.0024 1.023 -1.620 -0.377
C -0.1320 0.5259 1.2418 -0.094 -0.935 2.214
C -0.0558 -0.0543 2.3118 -0.346 -0.685 -0.103
H -0.0779 -1.5371 -1.8903 1.023 0.691 2.064
H 0.0228 -1.3923 0.0095 -0.389 -0.211 -0.547
H 1.4515 -0.9821 -0.8872 -0.903 0.082 -0.537
H -0.4108 0.7298 -1.9940 0.125 0.330 -0.010
H -0.0851 -0.7481 3.2073 0.219 1.584 -1.650
N -0.1996 0.3838 -1.0756 -0.164 0.385 0.920
S -0.5132 2.8193 0.0289 -0.494 1.169 -0.434
```
Forces are in eV/Å.

Properties
**Multiplicity**: 1
**HOMO**: -8.53 eV
**Structure (SMILES)**: C#CC(=S)NC
**Energy relative to the best compared isomer or geometry (same formula, charge and spin)**: 2.284 eV
**Orbital gap**: 8.55 eV


# 5
Computed, not measured: the molecule C6H12O at a distorted geometry, with the ωB97M-V functional and the def2-TZVPD basis.

```
19
Properties=species:S:1:pos:R:3:forces:R:3
C 2.0606 0.3205 -0.4509 0.037 0.084 -0.145
C 1.0757 -0.1662 0.6056 -0.298 0.238 -0.035
C -0.3611 -0.3246 0.1141 -1.684 0.472 -0.409
C -0.5660 -1.2257 -1.0702 -0.045 -0.463 -0.102
C -1.4472 -0.2631 1.1690 0.122 -0.635 0.660
C -1.4257 0.8491 0.2312 1.415 0.122 -0.623
O -0.8124 2.0396 0.5881 0.376 1.166 0.614
H 1.7488 1.2882 -0.8596 0.049 -0.084 0.031
H 2.1397 -0.3791 -1.2892 0.010 0.078 0.119
H 3.0609 0.4514 -0.0262 -0.129 -0.044 -0.059
H 1.0955 0.5148 1.4607 -0.059 -0.039 -0.102
H 1.4040 -1.1470 0.9873 -0.156 0.164 -0.118
H -0.0537 -0.8545 -1.9673 -0.084 -0.012 0.199
H -0.1819 -2.2291 -0.8633 -0.024 -0.087 -0.093
H -1.6307 -1.3128 -1.3162 0.183 -0.020 0.049
H -1.1480 -0.0379 2.1816 0.091 -0.142 0.188
H -2.2717 -0.9600 1.0734 -0.034 0.051 0.096
H -2.3133 1.1212 -0.3407 0.224 -1.095 -0.690
H -0.3734 2.3152 -0.2276 0.007 0.246 0.421
```
Forces are in eV/Å.

Properties
**Multiplicity**: 1
**HOMO**: -8.91 eV
**Structure (SMILES)**: CC[C@@]1(C)C[C@H]1O
**Energy relative to the best compared isomer or geometry (same formula, charge and spin)**: 1.592 eV
**Orbital gap**: 9.87 eV


# 6
Computed, not measured: a structure of composition C3H9N2 at a distorted geometry, with the ωB97M-V functional and the def2-TZVPD basis.

```
14
Properties=species:S:1:pos:R:3:forces:R:3
C 2.1721 0.2152 0.4426 2.496 -0.247 -1.199
C -0.9147 -1.1114 -0.8713 2.629 4.460 -2.653
C -0.0897 -0.0774 -0.0547 -3.126 -1.286 -1.104
N 1.1571 0.2557 -0.2234 1.378 -0.044 1.285
N -0.9535 1.1431 0.0092 -0.902 3.288 2.060
H 3.2973 0.3248 0.2079 -2.086 0.184 0.184
H 1.4525 -0.6405 1.7483 -0.435 -0.092 0.264
H -1.7971 -1.2287 -0.4099 -3.214 -0.610 1.661
H -1.1056 -0.6729 -1.9441 0.246 -0.742 1.825
H -0.4320 -1.9927 -1.0038 1.494 -2.664 -0.185
H 0.6790 -0.8715 1.8600 0.085 0.195 -0.253
H -0.9707 1.6764 -0.8816 -0.357 -0.486 0.233
H -0.5412 1.8477 0.6895 -0.010 -0.949 -0.845
H -1.9534 1.1323 0.4313 1.803 -1.007 -1.273
```
Forces are in eV/Å.

Properties
**Multiplicity**: 1
**HOMO**: -13.02 eV
**Total charge**: +1
**Energy relative to the best compared isomer or geometry (same formula, charge and spin)**: 5.823 eV
**Orbital gap**: 8.77 eV